No. 1
{"formula": "C61H58N11O2PPtS5", "method": "the ωB97M-V functional and the def2-TZVPD basis", "multiplicity": 5, "e_tot_ev": -151351.9928, "e_homo_ev": [-16.4, -17.2], "relative_energy_ev": 0.522, "fmax_ev_per_a": 1.29, "charge": 4, "symbols": ["Pt", "N", "S", "N", "S", "N", "S", "N", "C", "C", "C", "C", "C", "C", "C", "C", "C", "C", "C", "C", "C", "C", "C", "C", "C", "C", "C", "C", "C", "C", "C", "C", "C", "C", "C", "C", "C", "C", "C", "C", "C", "C", "C", "C", "H", "H", "H", "H", "H", "H", "H", "H", "H", "H", "H", "H", "H", "H", "H", "H", "H", "H", "H", "H", "H", "H", "H", "H", "H", "H", "H", "H", "H", "H", "C", "N", "C", "N", "C", "N", "C", "P", "C", "C", "H", "H", "H", "H", "H", "H", "H", "H", "H", "H", "H", "H", "H", "N", "C", "C", "C", "C", "N", "C", "C", "H", "H", "H", "H", "N", "C", "C", "C", "C", "C", "C", "H", "H", "H", "H", "H", "H", "H", "O", "S", "O", "N", "C", "S", "C", "C", "C", "C", "C", "C", "H", "H", "H", "H"], "xyz": [[0.532, -1.704, 0.051], [0.365, 0.153, 1.737], [-0.622, 1.261, 1.988], [-0.625, 2.516, 0.975], [-1.685, 2.831, -0.140], [-1.935, 1.712, -1.187], [-0.769, 0.791, -1.890], [-0.655, -0.573, -1.294], [-1.388, 0.587, -3.547], [-0.516, -0.011, -4.449], [-0.961, -0.247, -5.739], [-2.256, 0.107, -6.103], [-3.110, 0.706, -5.188], [-2.680, 0.951, -3.891], [0.617, 1.909, -1.999], [1.575, 1.923, -1.002], [2.617, 2.828, -1.104], [2.683, 3.696, -2.184], [1.698, 3.686, -3.164], [0.646, 2.790, -3.072], [-1.144, 4.397, -0.778], [0.000, 5.017, -0.302], [0.318, 6.276, -0.788], [-0.507, 6.891, -1.720], [-1.657, 6.257, -2.179], [-1.986, 5.000, -1.706], [-3.306, 3.198, 0.477], [-3.395, 4.152, 1.484], [-4.650, 4.547, 1.913], [-5.788, 4.005, 1.323], [-5.679, 3.047, 0.323], [-4.428, 2.634, -0.110], [-0.284, 2.059, 3.550], [-0.359, 1.264, 4.689], [-0.082, 1.827, 5.924], [0.270, 3.171, 6.008], [0.328, 3.957, 4.865], [0.050, 3.403, 3.621], [-2.331, 0.723, 2.141], [-2.836, -0.245, 1.287], [-4.178, -0.583, 1.382], [-4.991, 0.027, 2.328], [-4.472, 0.995, 3.177], [-3.137, 1.356, 3.081], [0.499, -0.246, -4.143], [-0.295, -0.692, -6.466], [-2.597, -0.078, -7.113], [-4.109, 0.995, -5.485], [-3.322, 1.424, -3.161], [1.507, 1.216, -0.184], [3.402, 2.838, -0.360], [3.509, 4.391, -2.265], [1.755, 4.365, -4.003], [-0.129, 2.770, -3.827], [0.614, 4.518, 0.433], [1.204, 6.781, -0.429], [-0.257, 7.877, -2.088], [-2.305, 6.748, -2.892], [-2.886, 4.494, -2.036], [-2.498, 4.583, 1.913], [-4.744, 5.289, 2.694], [-6.766, 4.338, 1.642], [-6.568, 2.630, -0.129], [-4.313, 1.894, -0.889], [-0.663, 0.226, 4.607], [-0.160, 1.222, 6.817], [0.496, 3.612, 6.970], [0.570, 5.008, 4.942], [0.083, 3.998, 2.718], [-2.186, -0.706, 0.557], [-4.594, -1.328, 0.716], [-6.033, -0.254, 2.414], [-5.101, 1.474, 3.915], [-2.741, 2.117, 3.740], [5.288, -0.306, 2.573], [4.203, 0.682, 3.019], [3.639, 0.194, 4.364], [3.189, -1.148, 4.267], [4.263, -2.035, 3.825], [4.747, -1.615, 2.519], [3.800, -1.819, 1.446], [2.183, -0.788, 1.712], [3.129, 0.810, 1.989], [1.969, -1.304, 3.488], [6.097, -0.252, 3.301], [5.656, 0.010, 1.597], [4.634, 1.597, 3.167], [2.823, 0.862, 4.643], [4.444, 0.276, 5.095], [3.891, -3.057, 3.774], [5.080, -2.000, 4.547], [3.525, -2.875, 1.383], [4.235, -1.511, 0.495], [2.438, 1.596, 2.291], [3.590, 1.080, 1.035], [1.667, -2.351, 3.522], [1.175, -0.706, 3.930], [-2.723, -6.948, 4.496], [-2.132, -6.101, 3.993], [-1.421, -5.072, 3.297], [-1.906, -3.766, 3.255], [-1.249, -2.843, 2.466], [-0.168, -3.144, 1.737], [0.335, -4.383, 1.834], [-0.250, -5.370, 2.602], [-2.783, -3.483, 3.820], [-1.598, -1.821, 2.412], [1.232, -4.597, 1.267], [0.184, -6.359, 2.653], [-2.242, -2.984, -2.207], [-2.053, -4.077, -2.937], [-2.923, -5.198, -2.774], [-2.726, -6.326, -3.516], [-1.667, -6.385, -4.441], [-0.807, -5.286, -4.615], [-0.990, -4.146, -3.886], [-3.014, -2.965, -1.555], [-1.575, -2.204, -2.173], [-3.730, -5.144, -2.054], [-3.381, -7.178, -3.394], [-1.519, -7.281, -5.028], [-0.008, -5.345, -5.342], [-0.357, -3.279, -4.028], [2.977, 0.188, -3.385], [3.466, -0.679, -2.361], [4.222, -0.110, -1.275], [2.184, -1.528, -1.658], [2.240, -2.788, -1.995], [1.099, -3.825, -1.292], [3.332, -3.180, -2.885], [3.589, -4.419, -3.449], [4.719, -4.554, -4.247], [5.564, -3.475, -4.480], [5.301, -2.223, -3.925], [4.190, -2.111, -3.124], [2.921, -5.252, -3.269], [4.948, -5.512, -4.694], [6.438, -3.603, -5.103], [5.949, -1.378, -4.118]], "atomic_forces_ev_per_a": [[0.4, 0.0, -0.2], [-1.2, 0.4, -0.1], [0.2, -0.4, 0.2], [-0.2, 0.2, 0.1], [0.1, -0.3, 0.1], [-0.1, 0.3, -0.2], [-0.5, -0.1, 0.3], [0.5, -0.1, 0.1], [0.0, 0.2, 0.2], [0.1, 0.0, 0.1], [0.0, 0.0, 0.1], [0.0, 0.0, 0.0], [0.0, 0.0, 0.0], [0.0, 0.1, 0.1], [-0.2, -0.3, -0.3], [0.2, -0.2, 0.0], [0.0, -0.1, 0.0], [0.0, 0.1, 0.0], [0.0, 0.0, 0.0], [0.1, 0.0, -0.1], [0.0, -0.1, 0.1], [0.0, -0.1, 0.1], [0.0, 0.0, 0.0], [0.1, 0.0, 0.0], [-0.1, -0.1, 0.0], [-0.1, -0.2, -0.1], [0.0, -0.1, -0.1], [0.1, 0.1, 0.0], [0.0, 0.0, 0.0], [0.0, -0.1, 0.0], [0.0, 0.1, 0.1], [0.1, -0.1, -0.1], [0.0, 0.0, -0.2], [0.0, -0.1, 0.0], [0.0, -0.1, 0.0], [0.0, 0.1, 0.0], [0.0, 0.0, 0.1], [0.0, 0.0, -0.1], [0.3, 0.3, 0.3], [0.0, 0.1, -0.1], [0.0, 0.0, 0.0], [0.0, 0.0, 0.0], [0.0, 0.0, 0.0], [-0.1, 0.0, 0.1], [0.0, 0.0, -0.1], [0.0, 0.0, 0.0], [0.0, 0.0, 0.0], [0.0, 0.0, 0.0], [0.0, 0.0, -0.1], [0.0, 0.1, -0.1], [0.0, 0.0, 0.0], [0.0, 0.0, 0.0], [0.0, 0.0, 0.0], [0.0, 0.0, 0.0], [0.1, 0.0, 0.0], [0.0, 0.0, 0.0], [0.0, 0.0, 0.0], [0.0, 0.0, 0.0], [0.0, 0.1, 0.0], [0.0, 0.0, 0.0], [0.0, 0.0, 0.0], [0.0, 0.0, 0.0], [0.0, 0.0, 0.0], [-0.1, 0.0, 0.0], [0.0, 0.0, 0.1], [0.0, 0.0, 0.0], [-0.1, 0.0, 0.0], [0.0, 0.0, 0.0], [0.0, 0.0, 0.1], [0.0, 0.0, -0.1], [0.0, 0.0, 0.0], [0.0, 0.0, 0.0], [0.0, 0.0, 0.0], [0.0, 0.0, 0.0], [0.2, -0.3, -0.2], [0.1, 0.0, 0.1], [-0.1, -0.1, 0.2], [0.0, 0.0, 0.0], [0.0, 0.1, 0.0], [0.4, -0.1, 0.1], [-0.7, 0.2, -0.2], [1.0, -0.5, 0.6], [-0.4, 0.0, -0.5], [-0.2, 0.0, -0.1], [-0.1, 0.1, 0.1], [-0.1, 0.1, 0.0], [0.0, 0.0, 0.0], [0.0, 0.1, -0.1], [0.1, 0.0, -0.1], [0.0, 0.0, 0.0], [0.0, 0.0, 0.0], [0.0, 0.0, 0.0], [0.0, 0.0, 0.0], [0.0, 0.0, 0.1], [0.1, 0.0, 0.1], [0.0, 0.0, 0.0], [0.0, 0.0, 0.0], [0.0, 0.1, 0.0], [-0.1, -0.1, 0.1], [0.1, 0.2, -0.2], [0.1, -0.1, 0.0], [0.0, 0.1, 0.2], [-0.1, 0.1, -0.1], [0.1, -0.1, 0.0], [-0.1, 0.0, 0.1], [0.0, 0.0, 0.0], [0.1, -0.1, 0.0], [0.0, 0.0, 0.0], [0.0, 0.0, -0.1], [0.2, -0.2, -0.1], [-0.1, 0.1, 0.1], [-0.1, -0.2, 0.0], [-0.1, 0.1, 0.1], [0.0, 0.0, 0.0], [0.0, 0.1, 0.0], [0.1, 0.0, -0.2], [0.0, 0.1, 0.0], [-0.2, 0.0, 0.0], [0.0, 0.0, 0.0], [0.0, 0.0, 0.0], [0.0, 0.0, 0.0], [0.0, 0.0, 0.0], [0.0, 0.0, 0.0], [-0.2, 0.1, 0.0], [0.1, 0.1, 0.1], [0.1, -0.1, -0.1], [0.2, 0.0, -0.2], [0.1, 0.2, 0.0], [-0.3, 0.3, 0.5], [0.3, -0.1, -0.2], [-0.1, 0.1, 0.1], [0.0, -0.1, 0.0], [0.0, 0.1, 0.0], [0.1, 0.2, 0.0], [-0.3, 0.0, 0.2], [0.1, 0.0, 0.0], [0.0, 0.0, 0.0], [0.0, 0.0, 0.0], [0.0, 0.0, 0.0]], "lowdin_spin": [1.504, 0.194, 0.031, -0.002, 0.000, 0.000, 0.040, 0.172, 0.013, 0.004, 0.000, 0.005, 0.000, 0.005, 0.006, 0.000, 0.000, 0.000, 0.001, 0.001, 0.000, 0.000, 0.000, 0.000, 0.000, 0.000, 0.000, 0.000, 0.000, 0.000, 0.000, 0.000, 0.012, 0.002, 0.000, 0.003, 0.000, 0.004, 0.003, 0.001, 0.000, 0.001, 0.000, 0.002, 0.000, 0.000, 0.000, 0.000, 0.000, 0.002, 0.000, 0.000, 0.000, 0.000, 0.000, 0.000, 0.000, 0.000, 0.000, 0.000, 0.000, 0.000, 0.000, 0.000, 0.000, 0.000, 0.000, 0.000, 0.000, 0.001, 0.000, 0.000, 0.000, 0.000, 0.004, 0.010, 0.000, 0.010, 0.004, 0.052, 0.072, 0.247, 0.019, 0.007, 0.001, 0.000, 0.000, 0.000, 0.000, 0.000, 0.001, 0.000, 0.000, 0.000, 0.001, 0.000, 0.000, 0.000, 0.000, 0.000, 0.003, 0.007, 0.102, 0.008, 0.003, 0.000, 0.000, 0.000, 0.001, 0.281, 0.137, 0.126, 0.018, 0.258, 0.018, 0.136, 0.006, 0.006, 0.003, -0.002, 0.011, -0.003, 0.004, 0.006, 0.015, 0.001, 0.122, 0.030, 0.245, 0.006, 0.005, 0.000, 0.000, 0.002, 0.007, 0.004, 0.000, 0.000, 0.000]}


No. 2
{"formula": "C61H59NO2OsP2Si2", "method": "the ωB97M-V functional and the def2-TZVPD basis", "multiplicity": 1, "e_tot_ev": -106602.7868, "e_homo_ev": [-7.0, -7.0], "relative_energy_ev": 1.572, "fmax_ev_per_a": 1.02, "charge": 0, "symbols": ["Os", "O", "P", "C", "P", "O", "C", "C", "C", "C", "C", "C", "C", "C", "C", "C", "C", "C", "C", "C", "C", "C", "C", "C", "C", "C", "C", "C", "C", "C", "H", "H", "H", "H", "H", "H", "H", "H", "H", "H", "H", "H", "H", "H", "H", "H", "H", "H", "H", "H", "H", "H", "C", "Si", "C", "C", "C", "C", "C", "C", "C", "Si", "C", "C", "H", "H", "H", "H", "H", "H", "H", "H", "H", "H", "H", "H", "H", "H", "H", "H", "C", "C", "C", "C", "C", "C", "N", "C", "C", "C", "C", "C", "C", "H", "H", "H", "H", "H", "H", "H", "H", "H", "H", "C", "C", "C", "C", "C", "C", "C", "C", "C", "C", "C", "C", "C", "C", "H", "H", "H", "H", "H", "H", "H", "H", "H", "H", "H"], "xyz": [[-0.008, -0.294, -0.262], [-0.012, 1.600, 1.276], [0.272, 2.928, 1.891], [-0.237, 4.359, 0.900], [0.749, 4.656, -0.645], [0.303, 1.130, -1.485], [2.157, 5.692, -0.063], [2.318, 6.245, 1.201], [3.452, 6.984, 1.512], [4.434, 7.194, 0.557], [4.276, 6.662, -0.716], [3.152, 5.911, -1.017], [-0.231, 6.023, -1.404], [-0.112, 6.194, -2.781], [-0.760, 7.237, -3.429], [-1.550, 8.116, -2.706], [-1.673, 7.959, -1.332], [-1.011, 6.926, -0.686], [2.032, 3.134, 2.194], [2.565, 3.773, 3.312], [3.937, 3.937, 3.423], [4.775, 3.479, 2.415], [4.248, 2.847, 1.297], [2.879, 2.667, 1.188], [-0.572, 3.113, 3.479], [-0.118, 2.349, 4.554], [-0.758, 2.413, 5.779], [-1.877, 3.220, 5.935], [-2.353, 3.962, 4.864], [-1.699, 3.914, 3.641], [-0.246, 5.238, 1.547], [-1.261, 4.149, 0.575], [1.564, 6.113, 1.966], [3.566, 7.395, 2.508], [5.320, 7.765, 0.802], [5.032, 6.828, -1.473], [3.046, 5.480, -2.007], [0.500, 5.505, -3.353], [-0.649, 7.357, -4.499], [-2.070, 8.920, -3.209], [-2.280, 8.649, -0.759], [-1.101, 6.844, 0.390], [1.912, 4.151, 4.088], [4.352, 4.429, 4.293], [5.846, 3.613, 2.502], [4.899, 2.491, 0.509], [2.461, 2.157, 0.324], [0.743, 1.701, 4.430], [-0.392, 1.825, 6.610], [-2.384, 3.264, 6.890], [-3.229, 4.586, 4.983], [-2.074, 4.506, 2.817], [-1.304, 2.637, -3.362], [0.134, 1.461, -3.092], [1.640, 2.359, -3.756], [-0.103, -0.103, -4.127], [-0.160, 0.133, -5.507], [-0.322, -0.893, -6.422], [-0.437, -2.197, -5.964], [-0.384, -2.449, -4.603], [-0.216, -1.429, -3.657], [-0.195, -2.047, -1.842], [1.221, -3.303, -1.720], [-1.705, -3.190, -1.684], [-0.977, 3.661, -3.186], [-2.154, 2.454, -2.704], [-1.659, 2.573, -4.394], [1.355, 2.978, -4.611], [2.416, 1.668, -4.081], [2.069, 3.010, -2.989], [-0.077, 1.150, -5.880], [-0.359, -0.678, -7.483], [-0.574, -3.013, -6.663], [-0.486, -3.475, -4.266], [1.154, -4.019, -2.544], [1.122, -3.866, -0.787], [2.214, -2.860, -1.742], [-1.408, -4.220, -1.902], [-2.512, -2.917, -2.366], [-2.113, -3.174, -0.672], [3.230, -2.115, 3.830], [3.331, -2.906, 2.690], [2.882, -2.430, 1.470], [2.311, -1.159, 1.374], [2.187, -0.384, 2.520], [2.655, -0.857, 3.738], [1.928, -0.663, 0.087], [3.022, -0.464, -0.785], [4.301, -0.208, -0.261], [5.375, 0.039, -1.098], [5.221, 0.020, -2.478], [3.965, -0.236, -3.003], [2.877, -0.460, -2.174], [3.590, -2.482, 4.783], [3.776, -3.891, 2.750], [2.984, -3.026, 0.572], [1.736, 0.593, 2.438], [2.569, -0.235, 4.621], [4.450, -0.194, 0.810], [6.347, 0.241, -0.663], [6.065, 0.202, -3.130], [3.823, -0.274, -4.077], [1.913, -0.661, -2.611], [-0.348, -2.002, 4.643], [-1.408, -1.131, 4.876], [-2.082, -0.551, 3.815], [-1.703, -0.825, 2.499], [-0.638, -1.702, 2.285], [0.041, -2.283, 3.341], [-2.496, -0.383, 1.358], [-2.074, -0.464, 0.080], [-3.158, -0.582, -0.943], [-3.042, -0.071, -2.230], [-4.027, -0.252, -3.185], [-5.171, -0.970, -2.870], [-5.310, -1.500, -1.594], [-4.316, -1.312, -0.646], [0.155, -2.481, 5.473], [-1.713, -0.910, 5.891], [-2.914, 0.119, 4.000], [-0.388, -2.003, 1.261], [0.852, -2.973, 3.148], [-3.535, -0.133, 1.575], [-2.143, 0.460, -2.485], [-3.888, 0.150, -4.182], [-5.942, -1.128, -3.614], [-6.186, -2.086, -1.342], [-4.420, -1.767, 0.331]], "atomic_forces_ev_per_a": [[0.6, 0.5, 0.7], [-0.1, 0.1, -0.1], [0.0, 0.0, 0.1], [0.0, 0.0, 0.0], [0.0, 0.1, 0.0], [-0.3, 0.0, 0.2], [0.0, -0.1, 0.0], [0.0, 0.1, 0.0], [0.0, 0.0, 0.0], [0.0, 0.0, 0.0], [0.0, 0.0, 0.0], [0.0, 0.0, 0.0], [0.0, 0.0, 0.1], [0.0, 0.0, 0.0], [0.0, 0.0, 0.0], [0.0, 0.0, 0.0], [0.0, 0.0, 0.0], [0.0, 0.0, 0.0], [0.0, 0.0, 0.0], [0.0, 0.0, -0.1], [0.0, 0.0, 0.0], [0.0, 0.0, 0.0], [0.0, 0.1, 0.0], [0.0, 0.0, -0.1], [0.0, 0.0, 0.0], [0.0, 0.0, 0.0], [0.0, 0.0, 0.0], [0.0, 0.0, 0.0], [0.0, 0.0, 0.0], [0.0, 0.0, 0.0], [-0.1, 0.0, 0.0], [0.0, 0.1, 0.0], [0.0, 0.0, 0.0], [0.0, 0.0, 0.0], [0.0, 0.0, 0.0], [0.0, 0.0, 0.0], [0.0, 0.0, 0.0], [0.0, 0.0, 0.0], [0.0, 0.0, 0.0], [0.0, 0.0, 0.0], [0.0, 0.0, 0.0], [0.0, 0.0, 0.0], [0.0, 0.0, 0.0], [0.0, 0.0, 0.0], [0.0, 0.0, 0.0], [0.0, 0.0, 0.0], [0.0, 0.0, 0.0], [0.0, 0.0, 0.0], [0.0, 0.0, 0.0], [0.0, 0.0, 0.0], [0.0, 0.0, 0.0], [0.0, 0.0, 0.0], [-0.1, 0.0, 0.2], [0.1, -0.1, -0.3], [0.1, -0.1, 0.1], [-0.1, 0.0, 0.1], [0.0, 0.0, 0.1], [0.0, 0.0, 0.0], [0.0, 0.0, 0.0], [0.0, 0.0, 0.1], [0.0, 0.0, 0.0], [-0.1, 0.2, 0.0], [0.0, 0.0, 0.0], [0.0, 0.0, 0.0], [0.0, 0.1, 0.0], [0.0, 0.0, 0.0], [0.0, 0.0, 0.0], [0.0, 0.0, 0.0], [0.0, 0.0, 0.0], [0.0, 0.0, 0.0], [0.0, 0.0, 0.0], [0.0, 0.0, 0.0], [0.0, 0.0, 0.0], [0.0, 0.0, 0.0], [0.0, 0.0, 0.0], [0.0, 0.0, 0.0], [0.1, 0.0, 0.0], [0.0, 0.0, 0.0], [0.0, 0.0, 0.0], [0.0, 0.0, 0.0], [0.1, 0.0, 0.0], [0.1, 0.0, 0.1], [-0.1, 0.1, -0.1], [0.2, 0.2, 0.1], [0.3, 0.0, 0.0], [0.1, 0.1, -0.1], [-0.2, 0.0, 0.0], [-0.1, -0.5, -0.2], [0.0, 0.0, 0.0], [0.0, 0.0, 0.0], [0.0, 0.0, 0.0], [0.1, 0.0, 0.0], [0.0, 0.1, 0.1], [0.0, 0.0, 0.0], [0.0, 0.0, 0.0], [0.0, 0.0, 0.0], [0.0, -0.1, 0.0], [0.0, 0.0, 0.0], [0.0, 0.0, 0.0], [0.0, 0.0, 0.0], [0.0, 0.0, 0.0], [0.0, 0.0, 0.0], [0.0, 0.0, 0.0], [-0.1, -0.1, -0.1], [0.1, 0.1, 0.0], [0.0, 0.1, 0.0], [0.0, -0.1, 0.0], [-0.1, 0.3, 0.1], [-0.2, -0.2, 0.1], [0.1, 0.0, 0.1], [-0.2, -0.4, -0.7], [-0.1, 0.0, 0.1], [0.1, 0.0, 0.1], [0.0, 0.0, 0.0], [0.0, 0.0, 0.0], [0.0, 0.0, 0.0], [0.0, 0.1, 0.0], [0.0, 0.0, 0.0], [0.0, 0.0, 0.0], [0.0, 0.0, 0.0], [0.0, -0.2, -0.2], [-0.1, 0.1, 0.0], [0.0, 0.0, 0.0], [0.0, -0.1, 0.0], [0.0, 0.0, 0.0], [0.0, 0.0, 0.0], [0.0, 0.0, 0.0], [0.0, 0.0, 0.0]], "lowdin_charge": [1.301, -0.380, 0.725, -0.419, 1.071, -0.474, -0.368, -0.099, -0.084, -0.088, -0.081, -0.105, -0.368, -0.119, -0.078, -0.087, -0.082, -0.090, -0.301, -0.086, -0.076, -0.060, -0.052, -0.088, -0.262, -0.085, -0.076, -0.076, -0.074, -0.070, 0.041, 0.078, 0.091, 0.105, 0.101, 0.103, 0.096, 0.091, 0.105, 0.102, 0.103, 0.094, 0.108, 0.106, 0.107, 0.102, 0.102, 0.105, 0.108, 0.106, 0.106, 0.099, -0.137, 0.360, -0.147, -0.248, -0.108, -0.091, -0.086, -0.104, -0.266, 0.490, -0.207, -0.195, -0.002, 0.029, 0.042, 0.034, 0.013, 0.008, 0.096, 0.099, 0.100, 0.095, 0.028, 0.025, 0.006, 0.029, 0.030, 0.023, -0.100, -0.085, -0.029, -0.320, -0.043, -0.085, -0.126, -0.277, -0.041, -0.093, -0.095, -0.083, -0.065, 0.103, 0.106, 0.112, 0.072, 0.105, 0.112, 0.103, 0.097, 0.109, 0.049, -0.073, -0.083, -0.036, -0.225, -0.056, -0.078, -0.090, -0.266, -0.268, -0.072, -0.064, -0.091, -0.083, -0.060, 0.106, 0.102, 0.116, 0.078, 0.099, 0.118, 0.040, 0.108, 0.098, 0.100, 0.111]}